A structure of composition C4H6NP, computed with wB97M-V/def2-TZVPD.

Calculated values
Gap between HOMO and LUMO ... 8.318 eV

Element x y z (Å)
1 H 0.824 -1.615 0.038
2 C 0.413 0.758 1.548
3 P -0.703 1.426 -1.179
4 C 0.223 -0.836 -0.395
5 H 0.572 -0.164 2.108
6 H 1.388 1.231 1.171
7 H -0.191 1.476 2.110
8 H -0.305 -1.816 -2.258
9 C -0.243 -0.869 -1.696
10 N -0.802 0.272 -2.233
11 H -0.937 -0.267 0.518
12 C -0.237 0.404 0.268


The ion C4H6NS with charge +1, computed with wB97M-V/def2-TZVPD.

Calculated values
Charge ... +1
SMILES string ... C[C@H]1[NH2+]C1=C=S
Gap between HOMO and LUMO ... 7.775 eV

Element x y z (Å)
1 H -0.631 -1.340 1.096
2 N -0.044 1.314 0.215
3 H -0.961 -2.115 -0.246
4 H -0.823 0.341 -1.484
5 C -1.189 -1.054 0.125
6 H -0.576 1.516 1.106
7 C -0.438 0.007 -0.536
8 C 1.004 0.229 -0.143
9 C 2.315 0.087 -0.103
10 H -0.209 2.101 -0.381
11 H -2.266 -0.760 0.238
12 S 3.818 -0.328 0.114


A structure of composition C4H6NS6, computed with wB97M-V/def2-TZVPD.

Calculated values
Charge ... +1
Gap between HOMO and LUMO ... 5.820 eV

Element x y z (Å)
1 S -1.757 0.920 3.721
2 H 4.949 -0.100 -6.048
3 S -0.759 0.319 -1.418
4 S -4.075 2.583 2.251
5 H 3.396 0.377 -7.232
6 N 0.421 -1.205 2.088
7 H 1.168 -1.436 -2.032
8 S 1.200 -1.729 -0.744
9 C 0.076 -0.502 -0.154
10 C -1.262 0.470 1.376
11 C -2.934 1.851 2.988
12 S -2.062 1.150 0.084
13 H -0.094 -1.393 2.945
14 S 3.583 -0.006 -5.894
15 H -2.357 1.198 5.134
16 C -0.262 -0.448 1.133
17 H 0.769 -2.048 1.802


A structure of composition C4H6NiO3, computed with wB97M-V/def2-TZVPD.

Calculated values
<S²> ... 3.757
Charge ... +1
Multiplicity ... 4
Gap between HOMO and LUMO (alpha / beta) ... 5.755 / 7.631 eV

Element x y z (Å)
1 O 0.571 -0.825 0.005
2 O -1.170 0.288 0.633
3 Ni 0.738 1.751 -0.862
4 H -3.189 0.069 -0.204
5 H -2.991 0.363 1.504
6 H 3.228 -1.253 -0.670
7 C 1.641 0.118 -0.155
8 H -2.626 1.654 0.233
9 H 2.845 -1.184 1.059
10 H 3.716 0.172 0.277
11 C -2.569 0.600 0.525
12 C -0.643 -0.454 -0.343
13 C 2.920 -0.571 0.143
14 O -0.833 -0.016 -1.478


Please write out number 1 again, unchanged.
A structure of composition C4H6NP, computed with wB97M-V/def2-TZVPD.

Calculated values
Gap between HOMO and LUMO ... 8.318 eV

Element x y z (Å)
1 H 0.824 -1.615 0.038
2 C 0.413 0.758 1.548
3 P -0.703 1.426 -1.179
4 C 0.223 -0.836 -0.395
5 H 0.572 -0.164 2.108
6 H 1.388 1.231 1.171
7 H -0.191 1.476 2.110
8 H -0.305 -1.816 -2.258
9 C -0.243 -0.869 -1.696
10 N -0.802 0.272 -2.233
11 H -0.937 -0.267 0.518
12 C -0.237 0.404 0.268